ORCA calculation (wB97M-V/def2-TZVPD) on C6H10 as an isolated structure at a distorted geometry.

```
16
Properties=species:S:1:pos:R:3:forces:R:3
C -0.503858 1.615486 0.720077 0.0 -0.1 0.1
C -0.082719 0.438783 -0.142038 -0.2 -0.6 0.4
C -0.268691 0.480585 -1.571001 -0.1 -0.5 0.1
C -0.788598 -0.932964 -0.132172 -0.4 0.3 -0.7
C 0.303084 -1.713124 0.577559 0.2 0.6 -0.5
C 1.129419 -0.456795 0.223362 1.0 0.0 0.3
H -1.262874 2.236153 0.223492 0.2 -0.3 0.0
H 0.334069 2.272709 0.982372 0.0 -0.2 -0.1
H -0.945938 1.215035 1.633018 0.1 0.2 0.2
H -0.955349 1.254070 -1.961574 -0.3 -1.0 0.3
H 0.453551 0.159020 -2.310893 0.2 -0.2 0.4
H -1.681812 -1.348047 -0.551173 -0.7 0.5 0.0
H 0.215769 -1.767186 1.679974 -0.6 0.1 -0.5
H 0.640108 -2.719353 0.261809 -0.1 0.7 -0.3
H 1.700762 -0.677184 -0.672334 0.4 0.4 0.1
H 1.713078 -0.057189 1.039523 0.5 0.1 0.0
```
Positions in Å, forces in eV/Å.

## Properties
HOMO energy = -7.60 eV
frontier orbital gap = 8.43 eV
F_max = 1.11 eV/A